ORCA calculation (wB97M-V/def2-TZVPD) on an isolated molecule of C6H9N.

Geometry as ORCA input:
```
! RIJCOSX wB97M-V def2-TZVPD def2/J DEFGRID3
* xyz 0 1
C -0.58899 -0.81967 0.82991
C -0.59813 0.16119 -0.05965
C 0.69210 -0.32152 0.40707
C -1.44933 -1.83010 1.53616
C -1.08853 1.01732 -1.07280
C 2.70147 0.27771 -0.60064
N 1.90262 -0.60911 0.11935
H -1.91833 -2.58731 0.82017
H -2.16610 -1.13198 2.09174
H -0.82242 -2.47367 2.17990
H -1.20428 0.35293 -1.96366
H -0.37904 1.78300 -1.21602
H -2.06046 1.39418 -0.93330
H 3.49620 0.59012 0.01505
H 2.08068 1.11176 -0.94001
H 2.95713 -0.32151 -1.46577
*
```

- HOMO-LUMO gap (hartree) = 0.320
- SMILES string = CN=c1c(C)c1C
- F_max (eV Å⁻¹) = 3.881
- HOMO (eV) = -7.926

ORCA calculation (wB97M-V/def2-TZVPD) on a cluster of 2 separate species, C5H2 in total.

Geometry as ORCA input:
```
! RIJCOSX wB97M-V def2-TZVPD def2/J DEFGRID3
* xyz 0 1
C -2.71692 -1.09557 -0.42728
C -1.51827 -0.78565 -0.74648
C 1.44753 0.89066 1.38228
C 0.77088 0.31596 0.58637
C -0.32800 -0.38037 -1.04549
H 2.02383 1.34489 2.13597
H 0.32094 -0.28991 -1.88537
*
```

- HOMO-LUMO gap (hartree) = 0.302
- F_max (eV Å⁻¹) = 5.561
- HOMO (eV) = -10.644

ORCA calculation (wB97M-V/def2-TZVPD) on an isolated molecule of C5H6N2.

Geometry as ORCA input:
```
! RIJCOSX wB97M-V def2-TZVPD def2/J DEFGRID3
* xyz 0 1
C -0.39761 0.10052 -0.46523
C -0.31242 -0.50857 0.85313
C 0.83009 -1.19773 1.13998
C 1.34923 -1.47981 -0.15443
C 0.93705 -0.58596 -1.08129
H -1.86249 2.76226 -0.87970
H -1.82875 2.03140 0.60199
H -1.14157 -0.30260 1.52631
H 1.19721 -1.62230 2.17268
H 2.11137 -2.17006 -0.55370
H 1.58275 -0.38843 -1.90571
N -1.78671 2.01800 -0.41357
N -0.67814 1.34330 -0.84046
*
```

- HOMO-LUMO gap (hartree) = 0.291
- SMILES string = NN=C1C=CC=C1
- F_max (eV Å⁻¹) = 9.998
- HOMO (eV) = -8.138

ORCA calculation (wB97M-V/def2-TZVPD) on a cluster of 2 separate species, C3H8NOSe in total.

Geometry as ORCA input:
```
! RIJCOSX wB97M-V def2-TZVPD def2/J DEFGRID3
* xyz 1 3
C -1.05597 -1.77547 -0.84049
C -1.92088 -1.02329 -1.73161
C 1.91693 2.47909 1.84933
N -0.50642 -1.39080 0.31818
O 3.01269 3.15511 1.68896
Se 1.61842 1.05848 0.86264
H -0.82087 -2.70122 -1.31806
H -2.01569 0.04855 -1.49956
H -1.49077 -1.09898 -2.74542
H -2.91833 -1.68510 -1.79094
H 1.25119 2.77401 2.76979
H -0.62775 -0.45493 0.72286
H 0.06043 -2.08252 0.81478
H 3.49703 2.69709 0.89954
*
```

- HOMO-LUMO gap (alpha / beta) (hartree) = 0.154 / 0.243
- F_max (eV Å⁻¹) = 5.958
- HOMO (alpha / beta) (eV) = -9.398 / -12.891